94
Properties=species:S:1:pos:R:3:forces:R:3 method="wB97M-V/def2-TZVPD" lumo_energy_ha="-0.28028 / -0.28023" fmax_ha_per_bohr=0.0117 energy_ha=-2317.027440 total_charge=+2 homo_lumo_gap_ev="6.006 / 6.008"
Pt -0.6242 0.0759 -0.4489 -0.380 0.303 0.352
C -4.1269 1.2374 0.2632 0.022 0.001 -0.017
C -3.4019 -0.1056 0.2640 -0.044 0.016 0.027
C -4.1483 -1.1763 -0.5270 0.010 -0.004 -0.007
C -3.0365 -0.5445 1.6696 -0.036 -0.059 0.020
C -4.0604 -1.1052 2.4196 0.035 0.017 -0.028
C -3.8271 -1.5804 3.6973 0.034 -0.003 0.020
C -2.5440 -1.5632 4.2056 -0.026 0.065 0.027
C -1.4652 -1.0233 3.5037 -0.033 -0.005 0.014
C -0.0998 -1.2560 4.1727 0.027 -0.031 -0.029
C 1.0696 -1.6431 3.2628 0.047 -0.005 0.034
C 0.3156 -0.1923 5.2038 -0.042 0.011 -0.034
C -1.7651 -0.4345 2.2581 0.011 -0.106 -0.046
N -0.7215 0.2180 1.5200 0.026 -0.065 -0.117
C 0.1208 1.0160 2.0938 -0.023 0.068 0.033
C 1.3349 1.5669 1.5917 0.022 0.076 -0.028
C 2.0595 2.3913 2.4879 -0.012 -0.004 0.010
C 3.2813 2.9112 2.1620 0.006 -0.025 -0.024
C 3.8300 2.6061 0.9066 -0.028 0.027 0.032
C 3.1612 1.8132 0.0062 -0.035 0.059 -0.021
C 1.8946 1.2860 0.3192 0.053 -0.017 -0.014
N 1.2158 0.6146 -0.6421 -0.043 -0.136 -0.117
C 1.6366 -0.0466 -1.8027 0.155 -0.005 -0.030
C 1.1710 0.4477 -3.0484 0.098 -0.061 0.007
C 1.4663 -0.2983 -4.1881 -0.009 0.035 0.003
C 2.2294 -1.4447 -4.1046 0.011 -0.014 0.042
C 2.7082 -1.8995 -2.8741 -0.036 -0.027 -0.053
C 2.4088 -1.2399 -1.7025 0.038 0.073 0.003
C 2.9068 -1.7703 -0.3744 -0.022 -0.016 -0.016
C 4.3670 -1.3624 -0.1448 0.044 0.014 -0.006
C 2.7709 -3.2920 -0.2730 0.021 0.026 0.028
C 0.4330 1.7618 -3.2008 0.014 -0.002 0.020
C -1.0059 1.5104 -3.6591 0.018 0.010 -0.033
C 1.1703 2.6942 -4.1668 -0.028 -0.015 -0.019
H -4.3268 1.5709 -0.7560 -0.003 0.004 0.000
H -3.5549 1.9985 0.7929 0.001 0.007 0.001
H -5.0842 1.1223 0.7738 -0.001 -0.008 0.004
H -2.4879 0.0903 -0.3841 0.009 -0.046 -0.061
H -5.1502 -1.3213 -0.1246 0.005 -0.001 0.000
H -3.6250 -2.1321 -0.4975 0.002 0.000 -0.001
H -4.2601 -0.8651 -1.5661 0.001 0.002 -0.001
H -5.0533 -1.1832 1.9986 0.002 0.012 0.011
H -4.6345 -2.0102 4.2740 -0.002 0.002 0.000
H -2.3551 -2.0092 5.1740 0.006 -0.004 0.004
H -0.2933 -2.1528 4.7633 0.000 -0.018 -0.004
H 1.4324 -0.8323 2.6299 0.037 -0.095 0.068
H 0.8253 -2.4945 2.6263 0.060 0.025 0.030
H 1.9078 -1.9445 3.8924 -0.002 -0.006 0.006
H 0.9186 0.6060 4.7687 -0.029 0.056 -0.052
H 0.9397 -0.6562 5.9671 0.012 0.002 -0.007
H -0.5461 0.2489 5.7058 0.007 -0.006 -0.012
H -0.1296 1.2679 3.1186 0.025 0.003 0.062
H 1.6271 2.5978 3.4597 -0.005 -0.006 0.003
H 3.8222 3.5321 2.8610 0.000 0.004 -0.001
H 4.7982 3.0056 0.6337 0.003 0.004 0.002
H 3.5831 1.6081 -0.9694 -0.026 0.017 0.006
H 1.1242 0.0455 -5.1553 0.000 -0.007 -0.001
H 2.4696 -1.9951 -5.0052 0.000 -0.004 0.001
H 3.3074 -2.7996 -2.8440 -0.011 0.001 -0.006
H 2.2969 -1.3288 0.4193 -0.017 0.000 -0.002
H 5.0097 -1.8096 -0.9050 -0.006 -0.012 -0.006
H 4.7056 -1.7166 0.8294 0.001 -0.002 0.004
H 4.5055 -0.2822 -0.1800 0.026 -0.112 0.018
H 3.4748 -3.8001 -0.9327 0.005 0.001 0.008
H 1.7665 -3.6306 -0.5237 -0.076 -0.005 -0.009
H 3.0000 -3.6135 0.7437 -0.008 0.003 -0.003
H 0.4009 2.2455 -2.2242 0.005 -0.012 -0.003
H -1.0362 0.9128 -4.5713 0.004 -0.010 -0.001
H -1.5253 2.4458 -3.8666 -0.007 -0.011 0.004
H -1.5836 0.9726 -2.8946 -0.010 -0.004 0.009
H 1.1894 2.2941 -5.1808 -0.003 0.014 -0.001
H 2.2012 2.8588 -3.8519 -0.002 -0.002 0.005
H 0.6691 3.6628 -4.2107 0.000 0.005 -0.001
F -1.5323 -5.7836 -1.4859 -0.008 -0.008 -0.004
C -1.2554 -4.5135 -1.2043 0.016 0.027 -0.004
C -1.0790 -3.6221 -2.2487 0.004 -0.009 0.004
C -0.7806 -2.2998 -1.9512 0.005 -0.036 0.018
C -0.6925 -1.9097 -0.6209 0.109 0.067 -0.005
C -0.8531 -2.8070 0.4181 0.017 -0.024 -0.034
C -1.1422 -4.1318 0.1207 0.023 -0.007 -0.007
H -1.1633 -3.9640 -3.2711 0.001 -0.003 0.001
H -0.6160 -1.6031 -2.7674 0.002 0.014 -0.008
H -0.7697 -2.5062 1.4497 -0.063 -0.006 -0.036
H -1.2772 -4.8661 0.9034 -0.004 -0.001 0.001
C -2.1091 4.3568 -1.6835 0.005 -0.016 0.005
S -1.4077 3.8078 -0.1356 0.064 0.079 0.084
C 0.1295 4.7170 -0.2231 -0.007 -0.008 0.027
O -1.0149 2.3578 -0.3290 -0.053 -0.050 -0.183
H -2.3672 5.4107 -1.5784 0.000 0.002 0.008
H -3.0144 3.7789 -1.8589 0.000 0.002 -0.003
H -1.3913 4.2143 -2.4899 -0.008 0.000 0.020
H -0.0936 5.7826 -0.1706 -0.004 -0.002 0.004
H 0.6473 4.4738 -1.1508 -0.013 -0.012 0.000
H 0.7285 4.4256 0.6382 0.014 0.000 0.009

---

102
Properties=species:S:1:pos:R:3:forces:R:3 method="wB97M-V/def2-TZVPD" relative_energy_kj_mol=507.5 lumo_energy_ha=-0.22137 fmax_ha_per_bohr=0.1955 energy_ha=-7192.062855 total_charge=+2 homo_lumo_gap_ev=6.613
Ba 2.0585 1.1796 0.1344 -4.034 0.659 -9.183
O 1.2706 -2.6298 2.2178 0.654 0.488 -0.727
N 2.0162 -2.0847 1.4778 -0.001 -1.026 2.832
C -0.8293 -5.4091 -2.7661 0.101 -0.143 0.030
C 0.4016 -6.0983 -2.1852 -0.050 0.195 -0.049
C 1.2761 -5.2323 -1.2762 -0.257 -0.180 -0.016
C 0.6999 -4.9590 0.1186 0.615 -0.271 -0.187
N -0.3647 -3.9637 0.1388 -0.119 0.355 -0.225
C -0.2486 -2.6778 -0.2233 0.446 0.220 0.445
Se 1.4777 -1.7607 -0.2620 -1.960 -1.629 -2.739
N -1.4537 -2.0842 -0.1911 0.434 -0.261 0.079
C -1.7943 -0.7540 -0.6648 -0.379 0.513 -0.388
C -2.5039 -0.7849 -2.0208 0.226 -0.186 -0.051
C -1.6556 -1.3789 -3.1430 0.019 0.167 0.083
C -0.3825 -0.5947 -3.4537 -0.161 -0.108 -0.006
C -2.3821 -3.0134 0.2355 0.121 -0.587 0.162
C -3.7407 -2.8961 0.5108 -0.104 0.046 -0.054
C -4.3728 -4.0181 1.0000 0.004 0.118 -0.054
C -3.6853 -5.2257 1.1924 0.124 -0.073 -0.011
C -2.3414 -5.3509 0.9160 0.020 -0.075 0.010
C -1.6877 -4.2150 0.4467 -0.520 0.450 -0.023
H -1.3140 -6.0736 -3.4783 -0.081 0.026 -0.037
H -0.5460 -4.5038 -3.3034 -0.013 0.087 -0.020
H -1.5676 -5.1599 -2.0048 -0.060 0.073 0.010
H 1.0234 -6.4307 -3.0177 0.020 -0.087 0.045
H 0.0949 -6.9939 -1.6406 0.060 -0.087 -0.003
H 1.5155 -4.2855 -1.7713 0.045 -0.055 0.020
H 2.2163 -5.7639 -1.1212 0.076 0.105 0.071
H 1.4998 -4.6363 0.7867 -0.154 -0.020 0.056
H 0.2839 -5.8796 0.5243 0.007 0.072 0.084
H -0.8765 -0.1636 -0.7480 -0.115 -0.162 0.158
H -2.4501 -0.2799 0.0697 0.207 -0.041 0.032
H -2.7744 0.2458 -2.2589 -0.047 0.007 0.037
H -3.4274 -1.3606 -1.9398 -0.059 0.064 0.080
H -2.2700 -1.4107 -4.0429 -0.003 -0.091 -0.010
H -1.3998 -2.4126 -2.8991 -0.039 -0.092 -0.067
H -0.6149 0.4529 -3.6426 0.034 0.067 0.007
H 0.0840 -1.0021 -4.3483 0.152 0.023 -0.002
H 0.3502 -0.6481 -2.6391 -0.005 0.043 -0.065
H -4.2728 -1.9677 0.3644 -0.035 0.043 -0.004
H -5.4232 -3.9700 1.2456 -0.047 0.014 -0.004
H -4.2231 -6.0783 1.5793 -0.027 -0.048 -0.004
H -1.8267 -6.2866 1.0733 0.023 -0.042 0.025
C 4.8378 -1.2176 -0.1593 0.399 -0.598 -0.222
O 3.6309 -0.4399 -0.1564 2.386 -1.867 0.080
H 4.7880 -2.0086 0.5915 -0.066 0.032 -0.039
H 5.6964 -0.5849 0.0662 -0.084 0.063 -0.063
H 4.9614 -1.6633 -1.1448 -0.051 0.065 0.034
H 3.7103 0.0483 0.7038 1.661 -1.062 0.183
C 4.5715 2.6088 -3.4493 -0.056 -0.011 0.130
C 4.6893 3.5937 -2.2797 -0.100 -0.126 -0.098
C 4.0981 2.7831 -1.1394 0.789 0.751 -0.129
O 2.9772 2.1087 -1.7200 1.373 1.224 -2.910
C 3.3465 1.7602 -3.0735 -0.046 -0.128 -0.682
H 5.4615 1.9840 -3.5170 -0.010 0.012 -0.005
H 4.4406 3.1138 -4.4035 0.002 -0.033 0.004
H 4.0823 4.4812 -2.4621 0.030 0.002 0.063
H 5.7160 3.8980 -2.0937 -0.009 0.038 0.058
H 3.7458 3.3986 -0.3150 0.003 0.030 0.111
H 4.8291 2.0511 -0.7758 -0.050 -0.041 0.077
H 2.4833 1.9703 -3.7084 0.048 -0.042 0.104
H 3.5689 0.6872 -3.1187 -0.076 0.122 0.069
C 3.1288 1.7315 4.1795 -0.006 -0.073 -0.381
S 2.9547 1.4457 2.4490 0.778 0.335 4.110
O 2.4994 2.6467 1.7440 0.846 2.506 2.900
O 4.2161 0.9860 1.8773 0.522 0.042 0.471
O 1.9220 0.4141 2.1880 0.174 -1.158 4.610
H 3.6043 2.6976 4.3130 0.090 0.081 -0.029
H 3.7520 0.9286 4.5591 0.036 -0.075 0.096
H 2.1433 1.7159 4.6311 -0.141 0.022 -0.011
C -3.5402 3.4466 -2.4470 0.083 -0.030 -0.072
C -2.2458 3.0659 -2.7702 -0.021 0.028 -0.100
C -1.3904 2.6221 -1.7731 0.305 -0.110 0.267
C -1.8220 2.5583 -0.4497 0.259 -0.121 -0.002
C -3.1207 2.9401 -0.1339 0.061 -0.122 0.181
C -3.9781 3.3775 -1.1318 -0.012 -0.044 0.056
As -0.4502 2.0941 0.8949 -4.199 1.400 1.023
C -0.5412 3.7945 1.7998 0.024 0.289 0.289
C 0.0427 4.9749 1.3766 0.077 -0.113 -0.072
C -0.1099 6.1227 2.1418 0.040 -0.016 -0.090
C -0.8312 6.0750 3.3259 -0.020 0.034 0.049
C -1.4315 4.8986 3.7450 -0.039 -0.092 -0.089
C -1.3047 3.7464 2.9752 0.251 0.099 -0.155
C -1.8513 2.4185 3.2952 0.039 -0.295 -0.158
C -2.6061 2.0918 4.4177 0.034 0.042 -0.085
C -2.9873 0.7778 4.6384 0.008 -0.014 0.021
C -2.5763 -0.2297 3.7773 -0.001 -0.038 -0.051
C -1.8255 0.0843 2.6527 0.105 0.013 -0.066
C -1.5072 1.4063 2.3797 0.030 0.056 0.192
H -4.2023 3.8087 -3.2202 -0.043 -0.011 -0.030
H -1.9063 3.1230 -3.7953 0.024 0.020 -0.046
H -0.3588 2.3342 -2.0079 -0.296 0.110 -0.102
H -3.4516 2.9058 0.8988 -0.050 0.023 -0.029
H -4.9874 3.6744 -0.8834 -0.027 0.026 0.021
H 0.6220 4.9902 0.4580 -0.028 0.129 0.055
H 0.3372 7.0525 1.8213 0.044 0.033 -0.014
H -0.9213 6.9642 3.9333 -0.038 0.046 0.001
H -1.9922 4.8854 4.6691 -0.038 -0.011 0.038
H -2.8898 2.8567 5.1274 -0.017 0.035 0.012
H -3.5857 0.5320 5.5040 0.000 -0.004 0.049
H -2.8295 -1.2591 3.9882 -0.021 -0.048 0.010
H -1.4527 -0.7122 2.0167 -0.092 0.001 0.027